{
  "formula": "C56H118InN6O8",
  "method": "ωB97M-V/def2-TZVPD",
  "elements": ["C", "H", "H", "H", "H", "H", "H", "H", "H", "H", "H", "H", "H", "H", "C", "C", "H", "H", "H", "C", "H", "C", "C", "H", "H", "H", "C", "H", "H", "C", "H", "H", "C", "H", "C", "N", "C", "H", "C", "C", "H", "C", "H", "H", "C", "C", "H", "In", "C", "C", "C", "H", "H", "C", "H", "H", "O", "H", "H", "H", "H", "H", "H", "H", "H", "C", "N", "H", "C", "H", "H", "H", "C", "H", "H", "C", "H", "C", "O", "C", "C", "H", "H", "H", "O", "N", "H", "H", "H", "C", "C", "C", "H", "H", "C", "H", "H", "C", "C", "H", "H", "H", "H", "H", "C", "C", "C", "H", "H", "N", "H", "H", "C", "C", "C", "C", "O", "H", "C", "C", "H", "H", "H", "C", "H", "H", "H", "H", "H", "H", "O", "C", "H", "C", "H", "H", "H", "H", "H", "H", "H", "H", "H", "H", "H", "H", "C", "H", "H", "N", "H", "H", "O", "H", "H", "N", "H", "C", "O", "H", "H", "C", "C", "H", "H", "H", "H", "H", "C", "H", "C", "H", "C", "H", "H", "C", "H", "H", "H", "C", "H", "H", "C", "O", "H", "H", "H", "C", "H"],
  "positions_angstrom": [[-6.70149, -8.48858, 6.64040], [-4.93266, -6.20963, 6.15766], [7.23405, 3.89815, -1.67600], [5.55057, 7.30995, -1.32245], [9.23615, -3.12356, 1.51149], [-0.16995, 0.05688, 0.31512], [1.01078, 0.61369, 6.62330], [10.20748, -4.20364, 0.56943], [-8.69589, -9.17067, 7.52742], [4.78031, 6.95243, -5.16363], [-7.21284, 8.41871, -2.26837], [-2.99493, 2.07272, 7.36265], [-1.62438, -1.65319, -9.37416], [-1.68293, 0.01786, 9.45097], [-9.42012, 7.64159, -0.01267], [-1.26978, 0.29324, 8.48063], [10.20352, -4.73742, -3.00842], [-4.83914, 6.31504, -0.98671], [-4.35829, 4.64354, -0.29227], [6.86263, 5.18499, -3.50913], [-8.11702, -10.00322, 4.63912], [0.75853, 1.67279, 6.57061], [8.36582, -4.66195, -1.71154], [7.98362, -3.18890, -3.38578], [10.14319, -6.98197, 0.34948], [-1.11123, 1.09766, 6.03348], [-8.99553, -8.10741, 4.86200], [3.01847, 6.82460, -4.84976], [-6.38369, 3.51668, -1.50894], [-7.94532, -9.42079, 6.77762], [10.44835, -5.46005, -1.57469], [0.72117, 4.62439, 9.39651], [1.56042, 3.93910, 9.51536], [-7.93964, 3.74557, -1.02001], [-0.79409, 1.91100, 6.68616], [-7.47041, 6.12592, 0.29679], [3.75328, 0.00583, -8.95176], [1.81364, 3.91416, 10.57525], [7.22811, 5.13889, -5.02345], [1.15620, 2.56657, 8.91303], [-0.82358, -1.83097, -7.90414], [-5.56003, -6.59588, 5.35435], [-8.94660, 6.84106, -2.84666], [7.58818, 8.39029, -2.35179], [-7.53147, -6.10283, 6.86586], [8.65611, -3.48469, -0.69546], [-2.62269, 3.26622, 8.28850], [2.11858, -5.51774, -2.65174], [-0.49123, -0.69795, -0.40259], [-0.70873, 0.72981, -7.94182], [9.10686, -7.31937, 0.36609], [3.87810, 8.28106, -4.40151], [6.40727, 5.63194, -5.54425], [7.35313, 3.88355, -2.75937], [2.32909, 4.38082, 8.88122], [2.49605, 2.40106, 7.17618], [7.10926, -6.74876, -1.82327], [6.83383, 3.03153, -3.19811], [-5.99719, 3.10186, 0.95520], [-0.10636, -2.36243, -9.54801], [3.63737, -2.35851, -10.04470], [6.79804, -7.25096, 1.87255], [8.84488, -5.62762, 2.06003], [-0.37267, 0.72149, -6.90495], [-10.96116, -7.96717, 5.62687], [1.46104, 2.68805, 7.36187], [-7.73552, -7.39605, 4.63535], [8.57365, 6.38435, -3.20147], [-6.42969, 4.07255, 1.19772], [-7.91231, -6.53069, 7.79321], [-9.18199, 8.45558, 0.67203], [9.21703, -7.70044, 1.38135], [-6.49705, 5.06147, -0.03433], [5.85046, -6.00063, 1.18658], [-10.61691, -8.53320, 3.41075], [3.45140, 6.16215, -2.28392], [-5.52666, -5.79189, 4.61910], [-2.53565, 2.18118, 8.34520], [-0.67281, 2.55911, 10.44132], [7.97622, -6.16277, 0.31760], [0.77468, -0.22586, -11.30813], [-6.12666, 7.95978, -1.19690], [9.37799, -2.81236, -1.15912], [6.56467, -3.72269, -2.66088], [4.69944, 4.04062, -3.83931], [7.62668, -5.67732, -1.01397], [1.07107, 1.87603, 5.54635], [2.94872, 5.23531, -2.56030], [2.67039, 6.92185, -2.25258], [-8.15434, 7.07365, -0.68971], [9.64624, -5.35660, -2.30545], [2.56637, -0.53723, -9.50919], [7.54703, -4.75627, -3.75338], [-10.10429, 8.12767, -0.70819], [4.59435, 6.49718, -3.15633], [-9.72425, -7.56212, 6.87503], [-7.44923, 3.96205, 1.56714], [-1.24396, -1.86384, 0.42893], [8.31009, -5.05659, 1.30107], [4.98453, 8.43907, -2.30168], [-7.54243, -10.42148, 6.93376], [-7.53736, 6.32095, 2.13217], [7.77621, 6.12104, -1.77786], [-0.53568, 1.74313, 10.92811], [5.53564, 7.50331, -2.39506], [-6.93906, -7.10513, 5.79929], [-10.00576, -7.48135, 5.82511], [-5.04015, -7.39644, 4.82809], [1.86619, -0.06720, -6.82661], [-0.28330, 2.26735, 9.16380], [-10.37065, -6.48989, 5.55686], [2.46438, -2.50699, -8.70981], [-1.18187, 1.70850, 8.18906], [7.55485, 6.37684, -2.81404], [-0.24983, 0.49587, -10.37790], [-7.06528, 4.33831, -1.28878], [-7.12683, 6.79742, 1.40689], [-0.55041, 1.78081, -8.18356], [-0.62055, -1.60866, -8.95174], [3.97167, 7.19758, -4.47508], [9.53445, -6.41565, -2.53789], [6.98776, 7.93109, -4.03024], [7.32076, 4.08091, -5.26879], [6.67929, -6.67050, 0.95764], [-9.66845, -7.36519, 2.86877], [3.07246, 1.64099, 9.13647], [7.74545, -2.90592, -0.54117], [9.13341, -8.00989, -0.47686], [-1.10386, -0.32609, -1.22388], [-0.66204, -2.07761, 1.32546], [1.53408, -0.78980, -7.36434], [-8.59296, 6.29090, -1.97466], [1.98544, -2.62887, -10.39230], [6.98959, 7.71402, -2.96207], [8.21575, 5.59378, -5.09920], [1.13028, 3.69978, 7.12714], [-6.14094, -8.25778, 7.54627], [7.87547, -7.26703, -2.08001], [-1.78779, 0.57773, -7.96615], [-9.96304, 6.88188, 0.54962], [7.46438, -4.64608, 1.85276], [-7.35258, 9.23064, -0.78027], [8.43084, 3.82097, -2.91013], [-5.85446, 4.57330, 1.97648], [-6.74718, -5.52239, 7.35175], [-5.93447, -9.02496, 6.08177], [0.01922, -0.16993, -8.95044], [0.78635, 0.12560, -12.33984], [-9.64228, -10.10093, 5.43035], [1.41801, -0.21049, -8.62004], [-1.06714, 2.80055, 6.11850], [-1.28118, 0.52561, -10.72937], [0.79523, -1.04351, -0.96985], [0.67084, -1.29782, -11.47613], [-3.15226, 1.80116, 9.15974], [5.33730, 5.22706, -3.35732], [-4.64810, 6.06499, 0.56082], [-5.03208, 5.50033, -0.28878], [-1.58489, -3.10807, -0.10616], [-1.93741, -0.24776, 7.81003], [4.59471, -0.16208, -9.62399], [-8.71718, -9.52475, 5.41306], [-7.52634, 5.30500, -2.40281], [3.72450, 1.07111, -8.72275], [-8.10888, -5.40637, 6.25788], [-8.24508, -5.67707, 4.38887], [-8.97940, -8.98268, 2.78754], [4.02494, -0.43579, -7.99297], [-7.18082, 8.23700, -1.19410], [2.26399, 1.25801, -10.90532], [-9.55202, -8.30063, 3.41604], [1.79227, 0.44560, 8.79104], [2.18936, 0.17183, -10.85292], [3.83594, 6.07220, -1.26798], [-2.22646, -1.46154, 0.67580], [2.02806, 1.37793, 9.30415], [2.16102, 1.22993, 10.37584], [-0.24801, -0.08457, 8.51740], [-0.00652, 1.55830, -10.39030], [2.63720, -2.09221, -9.70288], [-6.64754, 5.73802, -2.88061], [2.74645, -0.29774, -11.66364], [7.56761, -4.07365, -2.90385], [-7.81279, -6.30945, 3.81023], [4.40847, 3.65215, -3.01105], [-8.00203, 4.66604, -3.14682], [6.12069, -7.35974, 0.32438], [9.17830, -3.88379, 0.73251], [-9.52530, 5.80155, -1.69291]],
  "homo_lumo_gap_ha": 0.083,
  "e_homo_ev": -8.815,
  "charge": 1
}

***

{
  "formula": "C56H138N9O12Y",
  "method": "ωB97M-V/def2-TZVPD",
  "elements": ["C", "H", "C", "H", "H", "H", "H", "H", "O", "H", "H", "H", "C", "H", "H", "H", "H", "H", "H", "H", "H", "H", "H", "C", "H", "H", "Y", "H", "C", "N", "H", "C", "H", "H", "C", "O", "C", "H", "H", "O", "H", "C", "C", "H", "H", "H", "H", "C", "H", "C", "H", "H", "H", "H", "H", "H", "H", "H", "H", "H", "H", "H", "H", "H", "H", "H", "H", "H", "H", "H", "C", "H", "C", "N", "H", "C", "C", "H", "C", "H", "O", "H", "H", "H", "C", "H", "H", "C", "H", "C", "C", "H", "H", "H", "H", "O", "H", "H", "H", "C", "H", "H", "H", "C", "H", "H", "H", "C", "C", "H", "H", "H", "H", "C", "H", "H", "H", "H", "N", "C", "C", "H", "H", "H", "C", "H", "H", "C", "H", "C", "H", "C", "H", "H", "H", "C", "H", "H", "C", "C", "H", "H", "H", "C", "N", "H", "H", "H", "H", "C", "C", "O", "C", "H", "H", "H", "H", "O", "C", "C", "O", "C", "H", "H", "H", "N", "H", "O", "C", "H", "H", "C", "C", "C", "C", "H", "H", "H", "C", "H", "H", "N", "H", "H", "H", "O", "H", "H", "H", "O", "H", "H", "H", "C", "H", "H", "C", "H", "C", "H", "N", "C", "C", "H", "H", "N", "C", "N", "H", "O", "C", "H", "H", "H", "H", "C"],
  "positions_angstrom": [[-1.29649, 5.35484, 0.04982], [-0.91269, 7.47917, -4.79934], [-3.26552, 2.53818, -5.41981], [-3.79723, 5.83679, -5.52719], [-1.88282, -3.18296, 4.23359], [-5.95571, -4.35684, -1.69441], [-2.46176, -2.38112, 8.66779], [0.50713, 5.16031, -5.38527], [6.93066, 0.25906, 1.72704], [3.59028, -0.24318, -0.98046], [3.93475, -0.40650, 4.27247], [-2.60636, 1.09759, 6.93769], [0.21501, -0.88153, 5.81649], [1.82080, -2.61343, 1.44226], [-1.78278, -2.05027, 0.19493], [-0.68650, -0.51200, -1.52949], [0.62161, -1.96959, -5.20160], [-3.07297, 2.65816, -6.48594], [0.89111, -5.50818, -5.90867], [-2.13009, 0.86970, -3.65430], [2.32024, -1.29155, 5.50960], [-3.57100, -2.17857, 5.62726], [-5.43226, -5.68132, 1.24999], [1.62391, -2.24878, -4.87672], [-1.07021, 3.64164, -7.42991], [2.95330, 0.06813, -4.60217], [2.53237, -3.21080, -1.71980], [-0.24565, -5.54928, 0.85069], [-0.44412, 3.66137, -6.53787], [1.09853, -4.17073, -3.50902], [-0.79615, -5.26348, -0.71316], [3.30447, 4.27459, -1.00326], [-3.56938, 1.49412, -5.34432], [-1.19115, 4.11770, 4.89866], [5.45954, 3.76539, 0.26732], [2.12311, -1.62447, -3.71253], [-0.05734, 3.74597, 1.61525], [-2.06859, 1.52257, 2.11316], [-1.86054, -1.37523, 3.93990], [-0.36668, -0.20453, 8.12172], [3.85384, 4.29628, -1.94445], [-2.64801, -2.31730, -3.94998], [-2.90287, 4.07275, 3.30444], [5.87702, 3.01878, 0.94289], [-4.08430, 3.23159, -5.22778], [4.78192, -1.79064, -5.14151], [-1.28334, -2.59142, -2.64996], [0.11088, 0.42182, 5.08646], [-3.62582, 5.89939, 4.45094], [-4.50783, -7.69387, 3.25559], [-0.42300, 0.69957, 7.80388], [-1.30891, 2.72638, 3.91533], [-3.33680, -3.96792, -5.07076], [1.93534, 4.41100, -3.28700], [-2.77311, -4.41889, 1.00905], [6.02532, 3.67518, -0.65996], [2.08284, -4.26092, 2.09148], [-2.50609, 3.04321, 5.20495], [-4.66852, 3.24917, 2.18178], [3.80549, -4.48418, 0.82381], [-1.67127, 2.58680, -0.22422], [-2.08707, -3.31845, -5.87182], [-6.52696, -2.87664, -2.50153], [1.09127, -5.17540, -3.61241], [5.03425, 1.77404, 2.55361], [-3.38092, 1.27901, 1.08840], [4.53266, 2.15512, -1.51779], [-0.32030, 5.78458, -6.77857], [1.55481, -4.20519, -6.91959], [0.08847, 2.38407, -4.88028], [-0.11096, -0.85141, -0.66829], [-0.66299, 6.14691, 0.44909], [-0.41312, 5.06837, -5.96216], [4.03028, 2.05898, -0.64689], [-0.57027, -1.55297, 1.41919], [2.56721, -3.35343, 1.73101], [4.79235, 0.73828, 2.79187], [0.22155, 1.08915, 0.19411], [-1.99799, 1.91956, -3.39266], [1.90713, -0.39016, 6.92219], [4.63137, -2.22268, -3.14777], [-4.84197, -2.81683, 1.45108], [0.13237, -3.99606, -3.74589], [0.04427, 2.92311, 2.32283], [4.02098, 0.66487, 4.09124], [0.01854, -2.94790, 5.54943], [-2.28245, 5.74476, -0.20303], [-1.06038, -1.28648, 0.48278], [2.65317, 0.21298, -2.86481], [-2.89066, -1.47992, 8.22964], [3.99085, 3.38386, -0.01679], [0.52747, 3.45359, -6.98612], [8.79704, -0.12954, 2.45875], [7.04537, -2.03230, -0.49921], [-4.85775, 5.08028, 3.46540], [-3.70213, -6.54656, 3.29078], [-1.09039, 2.00845, -2.79561], [-2.92954, -0.73113, 9.02078], [-0.59989, 0.33447, 4.26471], [-4.26242, -5.24236, 3.12950], [6.04366, -3.21319, -1.09274], [4.62402, 1.23337, 4.79922], [-3.82074, -4.89097, -0.44225], [0.86524, 0.31431, -0.22227], [3.05634, 1.92867, -0.88047], [1.18433, 5.54966, -2.06803], [-2.83706, 5.29469, -6.87299], [-5.68962, -3.33875, -1.97865], [-2.51184, -2.20173, 5.88368], [0.46403, 4.60594, 2.03563], [-2.04417, 7.08957, -3.50783], [5.49928, -0.19305, -0.75175], [2.26169, -2.01228, -5.72843], [-4.72045, -4.93443, 1.60154], [-1.71630, -0.43359, 0.65726], [-4.78552, -8.01438, 2.25146], [-3.15713, -6.02400, 0.69143], [7.98756, -1.52568, 1.59467], [-1.97273, 4.29938, -4.14337], [-3.94229, 4.94057, 4.04031], [5.18532, -1.19622, -1.04017], [8.53134, -0.06757, 0.70824], [3.70096, -1.18212, 0.29767], [5.73258, -2.66801, 0.59349], [-0.19220, -2.07441, 4.93241], [4.81957, -0.20689, -2.78163], [0.03859, 1.26200, 5.77710], [6.09251, -0.05768, 2.80270], [1.55451, 0.00185, 0.56219], [1.59956, -1.24945, 6.32627], [-3.94181, -1.68645, 8.02833], [-2.93268, 0.19344, 6.42375], [-6.05682, -3.50049, 2.16251], [0.09134, -4.10520, -5.86821], [3.14498, 0.73747, 1.67350], [-1.26619, 6.67771, -4.15065], [4.44555, 0.71173, 0.93053], [-0.31496, -3.97411, 0.47518], [-1.92435, 3.48639, 4.39670], [-1.45064, 4.25860, 1.15176], [-2.44198, 4.88115, -2.61862], [-2.71813, 0.29543, 5.35995], [5.96220, -1.13665, 2.88601], [-0.79389, 2.57595, -5.49078], [-1.70000, -3.14328, -3.38613], [3.23724, -2.97413, 2.50256], [6.37729, -1.12801, -2.83236], [-2.35539, -3.13679, 6.42152], [-2.36163, -3.79052, -2.98187], [1.34330, 4.51681, -2.37794], [1.74361, -3.75575, -4.69335], [-3.00994, 4.58143, -3.33219], [-2.28879, 3.09050, 0.51946], [-4.07947, 2.19863, 3.40074], [-5.01498, -5.04777, 3.89363], [0.33249, -2.05855, 3.97714], [2.76990, -4.11737, -4.62957], [3.27522, -3.71802, 0.59270], [-0.04186, -4.91149, -0.00941], [1.12430, -4.44411, -5.94713], [-1.77077, 6.08352, 2.65645], [-1.61644, 5.43125, -5.03452], [-4.01136, 0.12059, 6.56242], [1.69117, -2.16868, 6.90482], [-4.61394, -1.43112, -3.46451], [4.01262, 0.22112, 1.69993], [-0.38968, 6.48364, -3.53246], [1.99890, 3.78266, -1.37947], [-3.74202, 2.89984, 2.63750], [-3.95703, -8.54226, 3.66173], [3.25601, 5.22868, -0.47841], [-2.80211, 5.90035, -5.96742], [-2.86372, 2.07945, 1.61745], [-3.86274, -2.08179, -3.01683], [5.14982, -2.50368, -4.40374], [-3.60850, -2.42244, -5.89715], [3.43341, 3.16550, 0.89407], [-2.29411, 6.78237, 2.25730], [-1.65078, -2.19382, 4.62838], [1.08330, 0.65002, 4.65010], [0.53491, 3.39970, 0.76823], [3.73915, -1.20522, -0.71135], [-0.81515, 4.98958, -0.85737], [-5.46353, -2.75156, -1.08860], [3.03941, 1.13415, 4.02486], [1.26310, -5.07330, -0.61183], [-5.38626, -7.47810, 3.86379], [1.51295, 0.68559, -1.01645], [-3.47794, -4.54827, 3.43105], [-4.46341, -3.37534, -2.76869], [-2.69947, 6.94195, -6.27176], [-2.84884, 2.11207, -2.73914], [5.59062, 4.76856, 0.67299], [2.28427, -0.22399, -3.79275], [-1.01966, 1.63667, -5.99564], [6.67416, 0.19776, 3.68844], [-3.58786, -5.02572, 0.61403], [4.77376, -3.49866, -4.64187], [-2.03607, 2.90523, -4.62355], [-3.47089, -1.82492, -2.03267], [-5.41613, -3.64589, 1.39540], [5.32742, -1.14048, -2.53957], [8.13783, -0.44757, 1.65103], [0.36588, 4.09953, -2.62006], [1.51521, -5.94495, -0.29835], [-0.77077, -0.96480, 7.07533], [-2.20754, -1.05560, 6.88996], [-2.30884, 4.90893, 2.23062], [1.26657, 0.12352, -3.97057], [0.65096, -1.96149, -1.15208], [6.00931, -2.36030, -0.41489], [6.23639, -2.46040, -4.47854], [-4.35918, 4.40716, 4.89458], [-2.18942, -1.33666, -4.07700], [-3.15521, 3.39637, -0.06692], [-2.92145, -2.97784, -5.25872]],
  "homo_lumo_gap_ha": 0.199,
  "e_homo_ev": -11.146,
  "charge": 2
}

***

Result set for LUMO level: -6.5 -5.7 eV, one per record in the order listed.